No. 1
Here is C13H23ClNPmTi as an isolated structure from the OMol25 dataset. Energies are from ωB97M-V/def2-TZVPD.

XYZ file:
```
40
C13H23ClNPmTi ωB97M-V/def2-TZVPD
Pm -0.60574 1.69123 -3.93315
Cl -2.06357 1.30305 -1.75890
C -0.98234 -0.47256 -4.79493
C -1.93832 3.64133 -4.14811
H -1.01883 -0.41579 -5.89176
H -0.16215 -1.14093 -4.51249
H -1.91310 -0.94164 -4.44561
H -2.01473 3.94428 -5.20483
H -1.49231 4.47508 -3.58247
H -2.96443 3.52907 -3.75292
Ti 0.07940 1.16424 -0.60956
C 0.40506 2.67198 0.73233
C 1.18559 1.57372 -2.14684
H 1.07418 3.42578 0.29523
H -0.56640 3.09901 1.02504
H 0.86087 2.22194 1.63229
H 1.40063 2.69107 -2.28658
H 1.87383 1.03596 -2.82767
C 2.72102 -1.46227 2.98091
N 2.14304 -2.01183 1.78458
C 2.03053 -3.44470 1.69922
C 1.26476 -1.18405 0.94513
C -0.12788 -1.01130 1.50923
C -0.57999 -1.68796 2.66049
C -1.85323 -1.39618 3.16241
C -2.65981 -0.47058 2.51652
C -2.21708 0.20123 1.35586
C -0.95807 -0.09269 0.87662
H 3.52576 -2.13118 3.32784
H 1.98889 -1.36080 3.81324
H 3.13908 -0.46293 2.78075
H 1.28455 -3.86561 2.41031
H 1.72348 -3.72953 0.68079
H 3.00232 -3.90392 1.93778
H 1.76780 -0.19403 0.80139
H 1.24356 -1.69475 -0.04190
H 0.09170 -2.36918 3.17862
H -2.18265 -1.92020 4.05768
H -3.64628 -0.24187 2.91275
H -2.85914 0.93751 0.86071
```

Calculated values
E_HOMO (alpha / beta): 2.462 / -1.363 eV
Spin multiplicity: 7
Net charge: -2
Gap between HOMO and LUMO (alpha / beta): 2.110 / 5.917 eV

Results of the natural (NBO) charge analysis, in e, for atoms 1 through 4: Pm 1.105; Cl -0.536; C -1.334; C -1.332

No. 2
Here is an isolated ion of composition C4H9N2O2 and charge -1 from the OMol25 dataset. Energies are from ωB97M-V/def2-TZVPD.

XYZ file:
```
17
C4H9N2O2 ωB97M-V/def2-TZVPD
C 0.60864 -0.42908 -0.06627
N 1.20012 0.03656 -1.29885
C 0.50105 -0.52213 -2.53762
O -0.30015 -1.55616 -2.29530
C -0.62329 0.41153 0.34675
N -0.51168 0.97577 1.72702
C -1.01391 0.36919 2.81296
O -1.19189 0.87931 3.90789
H 0.17939 -1.40395 -0.24395
H 1.30463 -0.45336 0.76595
H 2.16873 -0.23800 -1.28352
H 1.33208 -0.76061 -3.24816
H -0.03628 0.35441 -2.97826
H -1.51927 -0.18146 0.29516
H -0.71286 1.28574 -0.26783
H -0.16612 1.92004 1.76881
H -1.21920 -0.68781 2.59522
```

Calculated values
E_HOMO: -2.751 eV
SMILES: O=CNCCNC[O-]
Spin multiplicity: 1
Net charge: -1
Gap between HOMO and LUMO: 6.446 eV

Results of the natural (NBO) charge analysis, in e, for atoms 1 through 4: C -0.265; N -0.707; C 0.137; O -0.941

No. 3
Here is C4H6N2S3 as an isolated structure from the OMol25 dataset. Energies are from ωB97M-V/def2-TZVPD.

XYZ file:
```
15
C4H6N2S3 ωB97M-V/def2-TZVPD
C 1.65334 0.27006 -0.13150
C -0.46568 -0.09012 -1.15857
C 1.57522 0.44376 -2.52788
C -1.33849 -0.31917 2.78318
N 0.90122 0.08846 -1.22040
N -0.56188 -0.88903 1.77003
S 1.07640 -0.06423 1.43023
S -1.43451 0.24154 -2.42039
S -1.42624 -0.65480 0.17445
H 1.32024 -0.35027 -3.18692
H 1.07727 1.22874 -2.92427
H 2.63876 0.67097 -2.19854
H -1.59731 0.74116 2.94591
H -2.47321 -0.67429 2.84687
H -0.94513 -0.64279 3.81780
```

Calculated values
E_HOMO: -8.634 eV
Spin multiplicity: 1
Gap between HOMO and LUMO: 7.882 eV

Results of the natural (NBO) charge analysis, in e, for atoms 1 through 4: C -0.065; C -0.146; C -0.389; C -0.485

No. 4
Here is C34H25Br2N4O7ScTe4 as an isolated structure from the OMol25 dataset. Energies are from ωB97M-V/def2-TZVPD.

XYZ file:
```
77
C34H25Br2N4O7ScTe4 ωB97M-V/def2-TZVPD
Sc -0.25947 -0.37462 0.26114
C -3.07421 1.10726 1.41578
O -1.64543 1.29119 1.57310
C -1.12979 2.26932 2.32068
C -1.80469 3.18502 3.10064
C -1.06805 4.13237 3.81565
Br -2.01430 5.38541 4.88732
C 0.29931 4.18618 3.77824
C 0.99785 3.25302 2.99319
C 0.28489 2.30378 2.26962
O 0.84341 1.36756 1.50036
C 2.45379 3.23986 2.91177
N 3.13261 2.38372 2.18959
C 4.46583 2.69005 2.37960
C 5.60476 2.09277 1.84827
C 6.83081 2.61098 2.21916
C 6.92927 3.69919 3.09830
C 5.80453 4.30292 3.63264
C 4.57535 3.77688 3.25558
N 3.27353 4.10984 3.57985
H -3.63000 1.90168 1.90441
H -3.31038 0.13693 1.84961
H -3.25047 1.07970 0.34541
H -2.87925 3.18317 3.18436
H 0.82150 4.93696 4.35497
H 1.83510 1.44282 1.55728
H 5.51388 1.25346 1.17204
H 7.73695 2.16923 1.82560
H 7.90860 4.07517 3.36548
H 5.88415 5.14224 4.31158
H 2.97339 4.84454 4.19268
Te -1.38382 -1.98529 2.79975
Te -3.34612 -3.77632 2.98059
Te -4.35366 -3.63230 0.39868
Te -2.74592 -2.07921 -1.07514
O 1.80044 -8.31753 -1.99550
C 1.27879 -7.60059 -0.94705
O 0.89655 -8.21329 0.01580
C 1.24517 -6.13471 -1.09923
C 0.66006 -5.35573 -0.08898
C 0.60922 -3.98495 -0.17770
C 1.15557 -3.28699 -1.27986
C 1.74017 -4.07875 -2.29327
C 1.77348 -5.45312 -2.19941
N 1.07611 -1.90910 -1.29021
C 1.83706 -1.24413 -2.15487
C 1.91909 0.16028 -2.16090
C 2.72625 0.85029 -3.10754
C 2.74989 2.21219 -3.12474
C 1.96040 2.92266 -2.19726
C 1.21155 2.19124 -1.30436
N 1.18553 0.85657 -1.24818
H 2.03117 -7.70205 -2.69905
H 0.23795 -5.85784 0.77175
H 0.18180 -3.39900 0.62238
H 2.14877 -3.63775 -3.19076
H 2.23789 -5.97707 -3.03214
H 2.47995 -1.75324 -2.86613
H 3.29684 0.26593 -3.81961
H 3.35117 2.74186 -3.85467
H 1.91777 4.00258 -2.18929
H 0.56687 2.70289 -0.59972
O 0.39797 -1.31917 1.63344
Br -0.83938 2.39236 -5.30234
C -1.85751 3.31814 -3.98995
C -2.21031 4.62553 -4.30590
C -2.90825 5.39781 -3.39252
C -3.22770 4.86247 -2.15171
C -2.85066 3.56475 -1.85135
C -2.17998 2.74996 -2.76296
C -1.83804 1.30435 -2.35845
O -1.84556 0.45199 -3.23637
O -1.48182 1.19436 -1.14579
H -1.92813 5.02801 -5.26965
H -3.18714 6.41304 -3.64791
H -3.75896 5.45646 -1.41789
H -3.06525 3.14791 -0.87799
```

Calculated values
E_HOMO (alpha / beta): -0.746 / -0.713 eV
Spin multiplicity: 1
Net charge: -2
Gap between HOMO and LUMO (alpha / beta): 3.838 / 3.804 eV

Results of the Löwdin charge analysis, in e, for atoms 1 through 4: Sc 0.644; C -0.039; O -0.163; C -0.186

Results for F_max: 2.09 1.73 5.51 1.76 (in eV/A, following the order of the records).
Results for ΔE to the lowest compared entry with this formula, charge and spin: 0.0 53.0 95.6 71.4 (in kcal per mole, following the order of the records).